1.
51
Properties=species:S:1:pos:R:3 method="wB97M-V/def2-TZVPD" energy_ha=-1977.86138 multiplicity=1 lumo_energy_ev=2.5 orbital_gap_ev=5.30 total_charge=-1
Pb 0.012 -0.021 -0.278
C 1.942 0.254 1.332
C 2.315 -0.625 0.272
C 2.359 0.143 -0.926
H 2.544 -1.678 0.379
C 1.896 1.486 -0.629
C 1.630 1.550 0.759
H 1.257 2.402 1.320
H 1.781 -0.068 2.345
H 2.648 -0.223 -1.902
H 1.796 2.295 -1.343
C -2.183 0.106 0.916
C -1.499 1.315 1.314
C -1.218 2.084 0.148
H -1.150 1.566 2.311
C -1.778 1.388 -0.976
C -2.363 0.145 -0.478
H -2.800 -0.635 -1.084
H -2.415 -0.724 1.575
H -0.705 3.037 0.111
H -1.787 1.742 -2.000
O -0.091 -0.963 -2.209
C -0.183 -0.594 -3.612
C 0.512 -1.926 -3.992
C 0.567 0.671 -3.931
C -1.639 -0.538 -4.013
C 0.424 -2.295 -2.513
H 1.530 -1.782 -4.341
H -0.058 -2.556 -4.661
H -0.333 -3.037 -2.236
H 1.368 -2.494 -1.989
H 0.548 0.839 -5.018
H 1.611 0.614 -3.609
H 0.098 1.541 -3.447
H -1.734 -0.813 -5.072
H -2.053 0.470 -3.888
H -2.235 -1.237 -3.416
F 0.201 -2.412 3.131
C 0.713 -1.389 3.861
F 0.450 -1.596 5.145
F 2.054 -1.459 3.737
C -0.008 0.005 3.339
O -0.046 -0.047 2.020
C -1.502 -0.170 3.995
F -1.411 -0.174 5.316
F -2.430 0.772 3.701
F -2.017 -1.366 3.595
C 0.690 1.302 4.052
F 0.681 1.091 5.363
F 1.984 1.535 3.711
F 0.029 2.468 3.811

=====

2.
48
Properties=species:S:1:pos:R:3 method="wB97M-V/def2-TZVPD" energy_ha=-8086.23798 multiplicity=2 lumo_energy_ev="-4.4 / -4.1" orbital_gap_ev="5.77 / 6.10" total_charge=+1 s2=1.226 relative_energy_kj_mol=0.0
Mn 0.594 1.037 -0.149
S 1.970 -2.008 6.238
C 1.580 -1.338 4.803
S 1.066 -2.261 3.422
C 0.875 -0.902 2.340
C 1.085 0.331 2.845
S 1.001 1.817 1.973
S 1.568 0.380 4.527
S 0.470 -1.248 0.674
N -2.493 1.012 -0.093
C -1.398 1.234 -0.361
H -3.461 0.861 0.131
C 4.358 1.794 -2.472
Ge 2.491 1.682 -1.869
C 1.940 3.317 -0.874
C 1.118 1.456 -3.282
Ge 2.485 -0.573 -0.456
C 2.696 -2.107 -1.660
C 3.071 -1.879 -2.983
C 3.281 -2.942 -3.847
C 3.118 -4.242 -3.392
C 2.738 -4.475 -2.077
C 2.523 -3.413 -1.212
C 3.761 -0.462 1.027
C 4.292 0.775 1.380
C 5.157 0.881 2.458
C 5.492 -0.251 3.188
C 4.973 -1.489 2.832
C 4.115 -1.598 1.750
H 4.469 2.710 -3.053
H 4.624 0.944 -3.097
H 5.033 1.832 -1.618
H 2.048 4.157 -1.561
H 2.539 3.499 0.014
H 0.877 3.285 -0.579
H 1.079 2.364 -3.886
H 0.136 1.318 -2.823
H 1.319 0.606 -3.931
H 3.204 -0.864 -3.344
H 3.571 -2.757 -4.873
H 3.283 -5.074 -4.064
H 2.606 -5.489 -1.724
H 2.212 -3.607 -0.193
H 4.016 1.668 0.828
H 5.566 1.845 2.735
H 6.156 -0.168 4.037
H 5.242 -2.371 3.398
H 3.712 -2.566 1.476

=====

3.
44
Properties=species:S:1:pos:R:3 method="wB97M-V/def2-TZVPD" energy_ha=-1394.21345 multiplicity=1 lumo_energy_ev=0.7 orbital_gap_ev=8.78 smiles="Cc1c(N)cccc1Cn1ccc(OCCc2cccs2)cc1=O" relative_energy_kj_mol=99.2
C 1.380 0.300 2.452
C 2.507 -0.413 1.761
C 3.795 0.147 1.836
N 4.001 1.344 2.498
C 4.863 -0.465 1.183
C 4.672 -1.633 0.474
C 3.415 -2.204 0.422
C 2.333 -1.604 1.062
C 0.992 -2.284 0.968
N 0.105 -1.664 -0.010
C 0.511 -1.539 -1.289
C -0.299 -1.069 -2.265
C -1.639 -0.711 -1.938
O -2.377 -0.331 -3.003
C -3.739 0.022 -2.871
C -3.931 1.541 -2.713
C -3.444 2.036 -1.396
C -2.221 2.540 -1.080
C -2.089 2.857 0.291
C -3.212 2.590 1.000
S -4.460 1.947 0.009
C -2.043 -0.810 -0.638
C -1.177 -1.277 0.400
O -1.490 -1.360 1.581
H 1.336 1.336 2.114
H 0.416 -0.157 2.261
H 1.538 0.303 3.532
H 3.362 1.555 3.246
H 4.964 1.554 2.711
H 5.844 -0.017 1.243
H 5.504 -2.103 -0.029
H 3.273 -3.134 -0.111
H 0.457 -2.260 1.921
H 1.139 -3.331 0.681
H 1.529 -1.837 -1.491
H 0.035 -0.976 -3.283
H -4.205 -0.298 -3.809
H -4.212 -0.514 -2.043
H -3.380 2.040 -3.513
H -4.994 1.757 -2.829
H -1.437 2.677 -1.803
H -1.194 3.266 0.726
H -3.395 2.724 2.047
H -3.033 -0.545 -0.306

=====

4.
49
Properties=species:S:1:pos:R:3 method="wB97M-V/def2-TZVPD" energy_ha=-2052.26253 multiplicity=1 lumo_energy_ev=-0.2 orbital_gap_ev=8.85 smiles="CCN(c1ccccc1)S(=O)(=O)c1ccc(C(=O)Nc2nnc(CSC)o2)cc1" relative_energy_kj_mol=544.0
C -2.171 -5.649 1.285
C -2.126 -4.764 -0.015
N -1.747 -3.392 0.319
C -2.716 -2.353 0.320
C -3.339 -1.915 1.523
C -4.425 -1.123 1.508
C -4.845 -0.551 0.353
C -4.260 -1.000 -0.864
C -3.243 -1.923 -0.885
S -0.175 -3.004 0.813
O 0.655 -4.233 0.677
O -0.127 -2.399 2.178
C 0.560 -1.817 -0.362
C 0.067 -1.650 -1.612
C 0.627 -0.638 -2.438
C 1.667 0.217 -1.954
C 2.365 1.190 -2.861
O 2.837 0.844 -3.910
N 2.899 2.434 -2.543
C 2.501 3.188 -1.416
N 1.482 3.174 -0.623
N 1.692 4.304 0.112
C 2.795 4.865 -0.254
C 3.237 6.151 0.311
S 4.434 5.917 1.738
C 3.261 5.388 3.010
O 3.463 4.098 -1.079
C 2.092 -0.053 -0.628
C 1.540 -0.963 0.190
H -2.886 -6.604 1.014
H -1.205 -6.011 1.596
H -2.506 -4.969 2.021
H -1.445 -5.068 -0.800
H -3.096 -4.699 -0.495
H -2.931 -2.217 2.511
H -4.730 -0.804 2.441
H -5.720 0.085 0.227
H -4.707 -0.643 -1.790
H -2.942 -2.374 -1.825
H -0.713 -2.194 -2.115
H 0.197 -0.469 -3.449
H 3.730 2.800 -2.988
H 2.329 6.741 0.507
H 3.800 6.634 -0.506
H 2.490 6.145 3.046
H 2.819 4.378 2.732
H 3.753 5.316 4.011
H 2.888 0.641 -0.252
H 1.878 -1.029 1.221

=====

5.
49
Properties=species:S:1:pos:R:3 method="wB97M-V/def2-TZVPD" energy_ha=-10857.66248 multiplicity=1 lumo_energy_ev=-7.3 orbital_gap_ev=6.40 total_charge=+2 relative_energy_kj_mol=0.0
Ta 0.467 -0.759 0.309
C 0.039 1.614 -1.936
C 0.324 0.511 -2.954
C -0.701 -0.586 -2.835
C -1.383 -1.020 -3.964
C -2.440 -1.901 -3.839
C -2.812 -2.305 -2.564
C -2.076 -1.857 -1.493
N -1.012 -1.032 -1.604
N 0.706 1.377 -0.617
C 2.163 1.687 -0.759
C 3.022 0.467 -0.899
C 4.361 0.596 -1.201
C 5.148 -0.541 -1.296
C 4.562 -1.781 -1.096
C 3.220 -1.837 -0.797
N 2.453 -0.726 -0.697
C 0.067 2.297 0.373
C -1.265 1.757 0.812
C -2.304 2.578 1.198
C -3.449 2.010 1.736
C -3.509 0.632 1.890
C -2.437 -0.130 1.474
N -1.344 0.421 0.920
H -1.035 1.692 -1.768
H 0.380 2.584 -2.304
H 1.341 0.131 -2.857
H 0.260 0.932 -3.957
H -1.084 -0.643 -4.932
H -2.978 -2.249 -4.710
H -3.650 -2.966 -2.398
H -2.334 -2.187 -0.498
H 2.490 2.259 0.109
H 2.319 2.320 -1.634
H 4.781 1.581 -1.355
H 6.201 -0.458 -1.528
H 5.129 -2.698 -1.161
H 2.726 -2.777 -0.615
H -0.026 3.296 -0.058
H 0.711 2.362 1.252
H -2.204 3.650 1.089
H -4.277 2.633 2.047
H -4.368 0.149 2.333
H -2.430 -1.205 1.605
Se 3.622 -3.761 2.346
Sb 1.392 -3.248 2.785
Se 0.130 -3.124 0.339
Se 1.354 -0.372 2.446
Se -0.277 -3.479 4.364

=====

6.
48
Properties=species:S:1:pos:R:3 method="wB97M-V/def2-TZVPD" energy_ha=-1613.16333 multiplicity=1 lumo_energy_ev=0.3 orbital_gap_ev=8.43 smiles="Cc1cc(C)n2nc(SCC(=O)c3cc(C)n(-c4cc(C)on4)c3C)nc2n1" relative_energy_kj_mol=239.4
C 0.678 -3.290 3.479
C 1.183 -2.609 2.204
C 1.223 -3.391 0.925
C 1.649 -2.737 -0.249
C 1.700 -3.405 -1.611
N 1.989 -1.409 -0.171
N 2.367 -0.539 -1.162
C 2.547 0.585 -0.487
S 2.775 2.186 -1.219
C 1.644 2.064 -2.682
C 0.204 1.741 -2.314
O -0.460 1.102 -3.102
C -0.352 2.299 -1.088
C -0.199 3.698 -0.692
C -0.677 3.786 0.606
C -0.673 5.055 1.360
N -1.235 2.538 0.990
C -1.875 2.240 2.234
C -2.729 1.124 2.573
C -3.206 1.327 3.827
C -4.210 0.536 4.553
O -2.649 2.464 4.341
N -1.839 3.006 3.311
C -0.980 1.630 -0.061
C -1.274 0.152 -0.025
N 2.324 0.474 0.885
C 1.932 -0.758 1.057
N 1.564 -1.361 2.257
H 0.389 -2.564 4.215
H 1.435 -3.989 3.869
H -0.177 -3.897 3.196
H 0.807 -4.387 0.863
H 1.436 -4.448 -1.524
H 2.679 -3.268 -2.060
H 0.960 -2.935 -2.288
H 1.981 1.287 -3.398
H 1.672 2.972 -3.212
H 0.281 4.464 -1.301
H -1.685 5.327 1.685
H -0.314 5.886 0.706
H 0.031 4.998 2.214
H -3.004 0.308 1.894
H -3.745 0.057 5.430
H -5.018 1.157 4.879
H -4.620 -0.216 3.928
H -1.021 -0.302 0.929
H -2.352 -0.019 -0.197
H -0.736 -0.369 -0.850

=====

7.
49
Properties=species:S:1:pos:R:3 method="wB97M-V/def2-TZVPD" energy_ha=-1418.23803 multiplicity=1 lumo_energy_ev=0.7 orbital_gap_ev=8.51 relative_energy_kj_mol=58.6
Pd 0.357 -0.351 -0.138
C -0.855 -0.992 4.385
C -0.176 -1.961 3.654
C 0.123 -1.745 2.314
C -0.235 -0.546 1.712
C -0.938 0.409 2.422
C -1.244 0.186 3.763
H -1.094 -1.163 5.427
H 0.113 -2.894 4.123
H 0.621 -2.514 1.737
H -1.280 1.312 1.936
H -1.799 0.936 4.316
N 4.156 -2.261 -1.368
C 2.802 -2.152 -1.318
N 2.380 -0.935 -1.499
C 3.534 -0.170 -1.676
C 3.674 1.199 -1.895
C 4.953 1.694 -2.041
C 6.078 0.854 -1.968
C 5.954 -0.502 -1.745
C 4.659 -0.993 -1.599
H 4.686 -3.104 -1.247
H 2.162 -3.006 -1.154
H 2.801 1.837 -1.924
H 5.100 2.753 -2.209
H 7.065 1.282 -2.086
H 6.821 -1.147 -1.685
C -5.875 0.509 -0.814
N -4.599 -0.190 -0.779
C -4.517 -1.550 -0.810
C -3.338 -2.197 -0.765
C -2.153 -1.387 -0.653
O -0.993 -1.921 -0.528
N -2.251 -0.061 -0.674
C -3.432 0.580 -0.721
O -3.543 1.815 -0.706
H -6.673 -0.227 -0.879
H -5.918 1.175 -1.673
H -6.002 1.110 0.084
H -5.461 -2.075 -0.869
H -3.270 -3.273 -0.779
N -0.124 3.392 0.985
C 0.119 2.474 0.025
N -0.694 2.512 -1.059
O 1.096 1.696 0.150
H -0.934 3.985 0.926
H 0.353 3.291 1.862
H -1.700 2.575 -0.881
H -0.511 1.740 -1.682

=====

8.
58
Properties=species:S:1:pos:R:3 method="wB97M-V/def2-TZVPD" energy_ha=-2639.42195 multiplicity=3 lumo_energy_ev="-0.6 / -0.7" orbital_gap_ev="4.63 / 7.70" s2=2.029 relative_energy_kj_mol=212.4
W -0.443 0.897 -0.909
N -0.969 2.195 -2.861
C -1.950 1.409 -3.628
C -1.476 -0.044 -3.643
O -1.739 -0.805 -4.554
N -0.744 -0.330 -2.544
C -0.216 -1.689 -2.451
C 0.571 -1.828 -1.155
O 1.155 -2.838 -0.854
O 0.550 -0.740 -0.409
H -1.304 3.134 -2.696
H -0.109 2.286 -3.392
H -2.074 1.750 -4.655
H -2.911 1.455 -3.113
H 0.431 -1.928 -3.296
H -1.023 -2.425 -2.452
N 3.920 -3.477 3.011
C 3.241 -2.329 2.678
C 1.840 -2.319 2.655
C 1.158 -1.171 2.333
C 1.865 -0.007 2.045
C 3.252 0.016 2.101
C 3.932 -1.142 2.410
S 0.955 1.418 1.567
O -0.464 0.953 1.337
O 1.068 2.448 2.544
N 1.207 1.910 0.061
C 2.143 1.454 -0.843
N 3.412 1.359 -0.629
C 4.154 0.824 -1.649
C 3.554 0.390 -2.820
C 2.192 0.547 -2.974
N 1.443 1.121 -1.972
H 3.419 -4.343 2.925
H 4.894 -3.522 2.771
H 1.299 -3.237 2.849
H 0.080 -1.173 2.280
H 3.787 0.929 1.893
H 5.016 -1.147 2.428
H 5.218 0.756 -1.475
H 4.141 -0.051 -3.612
H 1.661 0.238 -3.865
S -2.513 -0.711 -0.481
C -3.418 -0.511 0.958
N -3.062 0.417 1.880
C -3.746 0.622 3.026
C -4.849 -0.119 3.315
C -5.264 -1.094 2.391
C -4.559 -1.280 1.228
H -2.220 0.962 1.696
H -3.358 1.398 3.670
H -5.393 0.051 4.232
H -6.141 -1.693 2.594
H -4.857 -2.014 0.494
O -2.399 3.986 0.604
N -1.684 3.314 -0.078
O -0.646 3.679 -0.623
O -2.026 2.052 -0.342

=====

9.
41
Properties=species:S:1:pos:R:3 method="wB97M-V/def2-TZVPD" energy_ha=-886.46256 multiplicity=1 lumo_energy_ev=-1.4 orbital_gap_ev=7.20 smiles="CC(C)C1=CC(=O)c2c(ccc3c2C=CCC3(C)C)C1=O" relative_energy_kj_mol=0.0
C 3.422 3.542 -2.148
C 3.380 3.103 -0.712
C 4.777 2.634 -0.301
C 2.343 1.945 -0.499
C 2.414 0.769 -1.280
C 1.518 -0.325 -1.112
O 1.722 -1.320 -1.849
C 0.338 -0.226 -0.183
C 0.229 1.000 0.589
C -0.915 1.256 1.337
C -1.951 0.314 1.392
C -1.846 -0.931 0.713
C -0.682 -1.222 -0.053
C -0.564 -2.555 -0.685
C -1.634 -3.396 -0.813
C -3.007 -2.936 -0.380
C -2.948 -1.984 0.823
C -4.356 -1.342 1.021
C -2.731 -2.841 2.067
C 1.278 2.063 0.516
O 1.319 2.983 1.336
H 2.467 3.897 -2.505
H 3.676 2.693 -2.817
H 4.181 4.280 -2.309
H 3.137 3.983 -0.155
H 4.838 2.536 0.767
H 5.024 1.696 -0.765
H 5.556 3.366 -0.611
H 3.204 0.639 -2.019
H -1.012 2.148 1.930
H -2.823 0.536 1.957
H 0.402 -2.987 -0.994
H -1.500 -4.408 -1.214
H -3.485 -2.421 -1.217
H -3.607 -3.804 -0.141
H -4.437 -0.775 1.932
H -4.550 -0.676 0.156
H -5.186 -2.051 1.119
H -1.803 -3.416 1.981
H -2.617 -2.223 2.967
H -3.568 -3.543 2.160

=====

10.
49
Properties=species:S:1:pos:R:3 method="wB97M-V/def2-TZVPD" energy_ha=-3354.86379 multiplicity=3 lumo_energy_ev="-2.3 / -4.9" orbital_gap_ev="8.17 / 6.88" total_charge=+1 s2=2.014 relative_energy_kj_mol=0.0
Au 0.577 0.201 -0.275
O 4.143 5.996 0.164
C 3.522 4.986 0.053
S 1.778 4.862 0.420
C 1.621 3.190 0.016
C 2.791 2.521 -0.429
S 2.866 0.913 -0.920
S 4.244 3.445 -0.508
S 0.092 2.513 0.147
C -3.272 -6.565 -0.580
C -3.160 -5.081 -0.309
C -3.187 -4.588 0.992
C -3.116 -3.222 1.242
C -3.026 -2.344 0.174
C -2.977 -2.806 -1.139
C -3.046 -4.169 -1.368
S -2.848 -0.629 0.516
C -4.317 -0.017 -0.236
O -1.736 -0.078 -0.378
H -3.010 -7.154 0.299
H -2.628 -6.870 -1.406
H -4.298 -6.826 -0.858
H -3.257 -5.281 1.824
H -3.139 -2.847 2.263
H -2.863 -2.110 -1.967
H -3.014 -4.541 -2.389
H -4.374 -0.396 -1.256
H -4.235 1.070 -0.222
H -5.171 -0.349 0.363
C 0.135 -3.413 0.001
P 1.240 -2.065 -0.476
C 1.733 -2.453 -2.173
C 2.711 -2.287 0.556
C 3.860 -2.913 0.081
C 4.960 -3.085 0.917
C 4.913 -2.637 2.229
C 3.768 -2.009 2.712
C 2.673 -1.829 1.878
H 0.692 -4.347 -0.084
H -0.746 -3.438 -0.646
H -0.186 -3.282 1.032
H 2.129 -3.467 -2.239
H 2.487 -1.746 -2.525
H 0.858 -2.372 -2.815
H 3.916 -3.263 -0.947
H 5.855 -3.568 0.538
H 5.771 -2.775 2.879
H 3.735 -1.649 3.735
H 1.790 -1.319 2.255